[1]
DFT (ωB97M-V/def2-TZVPD) results for a cluster of 2 separate species, CClFO2 in total.

As for the HOMO-LUMO gap (spin up / spin down): 9.0 / 7.2 eV. The calculation puts the HOMO energy (spin up / spin down) at -9.997 / -8.634 eV. Its energy above the lowest of the compared OMol25 structures with the same formula, charge and spin is 218.8 kJ/mol.

Element x y z (Å)
C1 -0.79549 -0.56387 -0.06304
O1 -0.73333 -1.60029 -0.59366
O2 1.51157 0.17698 -0.37410
F1 1.55892 1.21661 0.52587
Cl1 -1.54168 0.77058 0.50493


[2]
DFT (ωB97M-V/def2-TZVPD) results for the ion CClNO2P with charge -1.

As for the total charge: -1. As for the HOMO-LUMO gap: 10.0 eV. The calculation puts the HOMO energy at -6.171 eV. Its energy above the lowest of the compared OMol25 structures with the same formula, charge and spin is 23.6 kJ/mol. The structure (SMILES) is N#C[P@](=O)([O-])Cl.

Element x y z (Å)
N1 2.06581 1.22050 -0.06914
C1 1.06591 0.68748 0.05833
P1 -0.34499 -0.50029 -0.01764
O1 -0.43885 -1.05021 1.36134
O2 -0.45625 -1.37242 -1.25184
Cl1 -1.89162 1.01493 -0.08105


[3]
DFT (ωB97M-V/def2-TZVPD) results for an isolated molecule of CClNO4.

As for the HOMO-LUMO gap: 10.2 eV. The calculation puts the HOMO energy at -11.657 eV. Its energy above the lowest of the compared OMol25 structures with the same formula, charge and spin is 196.9 kJ/mol. The structure (SMILES) is O=C(OCl)[N+](=O)[O-].

Element x y z (Å)
O1 0.43678 -1.47610 -0.54143
C1 0.24506 -0.39076 -0.16033
O2 1.07090 0.59080 0.25386
Cl1 2.71299 0.15184 0.15470
N1 -1.17219 0.23355 0.05128
O3 -1.53526 1.03567 -0.77522
O4 -1.75828 -0.14500 1.01714


[4]
DFT (ωB97M-V/def2-TZVPD) results for a cluster of 2 separate species, CClNS in total.

As for the HOMO-LUMO gap (spin up / spin down): 5.9 / 5.9 eV. The calculation puts the HOMO energy (spin up / spin down) at -10.578 / -10.582 eV. Its energy above the lowest of the compared OMol25 structures with the same formula, charge and spin is 399.5 kJ/mol.

Element x y z (Å)
C1 0.47097 0.01694 -1.30045
N1 1.14174 -0.35801 -2.14119
S1 -0.98578 -0.68210 1.26124
Cl1 -0.62692 1.02317 2.18039


[5]
DFT (ωB97M-V/def2-TZVPD) results for a cluster of 2 separate species, CClO4S in total.

As for the total charge: -1. As for the HOMO-LUMO gap (spin up / spin down): 4.0 / 4.0 eV. The calculation puts the HOMO energy (spin up / spin down) at -3.912 / -3.912 eV. Its energy above the lowest of the compared OMol25 structures with the same formula, charge and spin is 275.0 kJ/mol.

Element x y z (Å)
C1 -0.10942 0.41059 -0.58786
O1 -0.50628 -1.48085 1.07239
O2 -0.41237 -0.10543 -1.54625
O3 -1.99495 0.45779 0.62920
O4 0.01607 0.58874 2.10560
S1 -0.71436 -0.09573 1.08875
Cl1 3.72131 0.22488 -2.76182


[6]
DFT (ωB97M-V/def2-TZVPD) results for a structure of composition CDyNO4S2.

As for the HOMO-LUMO gap (spin up / spin down): 6.3 / 5.9 eV. The spin multiplicity is 6. The calculation puts the HOMO energy (spin up / spin down) at -8.941 / -8.978 eV.

Element x y z (Å)
O1 0.01121 -0.17790 2.83550
C1 -0.83822 -0.97682 2.25508
O2 -1.51819 -1.83473 2.81638
Dy1 0.50121 1.06973 0.97109
N1 1.02581 1.27160 -2.73660
S1 1.13271 2.36705 -1.43714
S2 -0.05763 0.15220 -2.81089
O3 -0.89074 -0.70080 0.86123
O4 0.63383 -1.17034 -2.75467


[7]
DFT (ωB97M-V/def2-TZVPD) results for a cluster of 2 separate species, CF2N5 in total.

As for the total charge: -1. As for the HOMO-LUMO gap (spin up / spin down): 7.2 / 8.5 eV. The calculation puts the HOMO energy (spin up / spin down) at -5.117 / -6.484 eV. Its energy above the lowest of the compared OMol25 structures with the same formula, charge and spin is 97.9 kJ/mol.

Element x y z (Å)
C1 -0.01474 -0.02290 -0.28224
N1 -0.70358 -0.87235 0.49920
N2 -0.91797 0.97256 -0.67781
N3 -1.87588 -0.42769 0.65811
N4 -1.99009 0.70498 -0.07116
N5 1.28816 -0.12165 -0.61304
F1 1.88024 -1.33405 -0.23814
F2 2.33386 1.10110 0.72508


[8]
DFT (ωB97M-V/def2-TZVPD) results for a structure of composition CF2O3S2.

As for the HOMO-LUMO gap: 9.0 eV. The calculation puts the HOMO energy at -10.312 eV. Its energy above the lowest of the compared OMol25 structures with the same formula, charge and spin is 110.4 kJ/mol.

Element x y z (Å)
C1 0.44054 0.39529 0.58480
O1 -1.91318 -0.95153 0.16173
O2 0.94433 -1.36448 -1.26939
O3 -0.74164 0.51878 -1.44147
F1 0.91916 -0.49087 1.84465
F2 0.76794 1.69992 0.97477
S1 -1.47081 0.42378 0.05337
S2 0.88104 0.04874 -1.27435


[9]
DFT (ωB97M-V/def2-TZVPD) results for an isolated molecule of CF3I.

As for the HOMO-LUMO gap: 10.5 eV. The calculation puts the HOMO energy at -10.590 eV. Its energy above the lowest of the compared OMol25 structures with the same formula, charge and spin is 0.0 kJ/mol. The structure (SMILES) is FC(F)(F)I.

Element x y z (Å)
F1 0.69917 -0.27121 1.16086
C1 0.14300 -0.05439 -0.00833
F2 0.50411 1.32684 -0.22777
F3 0.62659 -0.91772 -0.92439
I1 -1.97288 -0.08352 -0.00038


[10]
DFT (ωB97M-V/def2-TZVPD) results for a structure of composition CF3MgNO4PdS3.

As for the HOMO-LUMO gap (spin up / spin down): 6.2 / 6.0 eV. The spin multiplicity is 3. The calculation puts the HOMO energy (spin up / spin down) at -7.907 / -7.921 eV. Its energy above the lowest of the compared OMol25 structures with the same formula, charge and spin is 324.1 kJ/mol.

Element x y z (Å)
Pd1 1.84744 -1.15548 0.62291
N1 0.42913 -0.85284 1.38215
S1 -0.51433 -0.10804 0.52380
O1 -0.44010 -0.16466 -0.99554
C1 -2.19802 -0.89391 0.63234
F1 -2.53778 -1.05192 1.89742
F2 -2.07831 -2.07321 0.03005
F3 -3.10057 -0.15915 0.00975
Mg1 1.18638 0.35042 -2.00177
S2 3.46622 0.40322 -0.24864
O2 2.17138 -0.51089 -0.93308
S3 1.27718 2.48050 -0.04312
O3 1.14969 2.27424 -1.63113
O4 -0.65831 1.46170 0.75487


[11]
DFT (ωB97M-V/def2-TZVPD) results for a cluster of 2 separate species, CF3NOS in total.

As for the HOMO-LUMO gap: 10.3 eV. The calculation puts the HOMO energy at -11.129 eV. Its energy above the lowest of the compared OMol25 structures with the same formula, charge and spin is 217.0 kJ/mol.

Element x y z (Å)
C1 -0.47915 -0.16553 0.94809
N1 0.85770 -0.42118 -0.66815
O1 1.55424 0.48076 -2.71922
F1 -1.64383 0.37533 0.40137
F2 -0.79206 -1.32846 1.43781
F3 0.00095 0.75692 1.72911
S1 0.65442 0.73890 -1.62705


[12]
DFT (ωB97M-V/def2-TZVPD) results for the ion CF3O2S with charge -1.

As for the total charge: -1. As for the HOMO-LUMO gap: 8.4 eV. The calculation puts the HOMO energy at -4.270 eV. Its energy above the lowest of the compared OMol25 structures with the same formula, charge and spin is 23.2 kJ/mol. The structure (SMILES) is O=[S@@]([O-])(F)=C(F)F.

Element x y z (Å)
O1 1.44184 1.12227 -0.73384
S1 0.63323 0.00826 -0.26118
O2 1.24315 -1.30522 -0.31170
F1 0.73653 0.17057 1.37971
C1 -1.17361 -0.05290 -0.56338
F2 -1.34372 -1.04019 0.42485
F3 -1.53742 1.09721 0.06556


| no. | F_max (hartree/bohr) |
| --- | --- |
| 1 | 0.0837 |
| 2 | 0.0551 |
| 3 | 0.0264 |
| 4 | 0.0853 |
| 5 | 0.0934 |
| 6 | 0.0710 |
| 7 | 0.0506 |
| 8 | 0.1078 |
| 9 | 0.0552 |
| 10 | 0.2472 |
| 11 | 0.0955 |
| 12 | 0.0826 |